Record 1
{
  "formula": "C31H58B2F4N6O10P2RbS2",
  "method": "ωB97M-V/def2-TZVPD",
  "symbols": ["Rb", "C", "C", "N", "O", "B", "F", "F", "O", "N", "C", "C", "C", "N", "O", "B", "F", "F", "O", "N", "C", "C", "C", "H", "H", "H", "H", "H", "H", "H", "H", "H", "H", "H", "H", "C", "C", "C", "O", "P", "O", "C", "P", "O", "O", "C", "C", "C", "O", "C", "C", "C", "O", "C", "C", "C", "H", "H", "H", "H", "H", "H", "H", "H", "H", "H", "H", "H", "H", "H", "H", "H", "H", "H", "H", "H", "H", "H", "H", "H", "H", "H", "H", "H", "H", "H", "N", "C", "C", "C", "C", "N", "H", "H", "H", "H", "H", "H", "H", "H", "H", "H", "H", "H", "S", "C", "C", "C", "C", "C", "C", "S", "H", "H", "H", "H"],
  "coordinates": [[0.8298, -1.1457, 0.2278], [1.4873, -4.8796, -3.5994], [1.4531, -4.1360, -2.2893], [0.3682, -3.7427, -1.7377], [-0.7492, -3.9723, -2.4771], [-2.0296, -4.2251, -1.7629], [-3.0286, -3.7003, -2.6243], [-2.2114, -5.6328, -1.6732], [-2.2892, -3.5787, -0.4567], [-1.3822, -3.1657, 0.5073], [-0.7364, -4.0519, 1.1537], [-0.7587, -5.5291, 0.9521], [0.2607, -3.4319, 2.0906], [1.4624, -3.6836, 1.7434], [2.4060, -2.8959, 2.3586], [3.6580, -2.5947, 1.5946], [4.7735, -2.9868, 2.3335], [3.6524, -1.1729, 1.4555], [3.8112, -3.2213, 0.2608], [2.6751, -3.2133, -0.4940], [2.7163, -3.9643, -1.5218], [3.9244, -4.7666, -1.9170], [-0.1810, -2.4899, 3.1763], [0.4884, -4.9511, -4.0170], [1.8767, -5.8905, -3.4600], [2.1474, -4.3859, -4.3143], [-1.7004, -5.8464, 0.5146], [-0.5628, -6.0417, 1.8951], [0.0425, -5.7977, 0.2568], [4.7680, -4.4904, -1.2921], [4.1793, -4.6003, -2.9658], [3.7361, -5.8371, -1.7959], [-0.8524, -3.0532, 3.8319], [-0.7458, -1.6398, 2.7865], [0.6761, -2.1380, 3.7465], [0.3896, 0.9484, 5.1635], [1.5920, 1.3880, 4.3590], [2.7129, 1.9560, 5.2002], [1.1443, 2.4526, 3.4360], [1.2821, 2.2142, 1.8675], [1.6069, 0.8476, 1.4873], [-0.2774, 2.8034, 1.1672], [-1.7084, 1.7779, 1.5935], [-1.3999, 0.3514, 1.5344], [-2.1561, 2.2359, 3.0522], [-2.6351, 3.5765, 3.3090], [-4.1138, 3.5001, 3.6276], [-1.8091, 4.1450, 4.4455], [-2.8184, 2.3322, 0.6180], [-3.7559, 1.4747, -0.1267], [-4.5100, 0.5418, 0.7939], [-4.6506, 2.4244, -0.8869], [2.3687, 3.2642, 1.3555], [2.3259, 4.6563, 1.7517], [3.6110, 4.9639, 2.4935], [2.1508, 5.4897, 0.4992], [0.6701, 0.1329, 5.8326], [-0.3989, 0.5917, 4.4990], [0.0033, 1.7762, 5.7650], [1.9551, 0.5640, 3.7473], [2.3789, 2.8472, 5.7386], [3.5710, 2.2118, 4.5763], [3.0393, 1.2124, 5.9299], [-0.1680, 2.7512, 0.0804], [-0.4573, 3.8516, 1.4271], [-2.4955, 4.1796, 2.4070], [-4.2766, 2.8228, 4.4684], [-4.6660, 3.1262, 2.7646], [-4.5017, 4.4862, 3.8925], [-1.9804, 3.5659, 5.3561], [-2.0832, 5.1847, 4.6380], [-0.7455, 4.0903, 4.2077], [-3.1390, 0.9043, -0.8133], [-5.0880, 1.1035, 1.5322], [-3.8317, -0.1498, 1.2948], [-5.2056, -0.0482, 0.1932], [-5.2615, 3.0156, -0.1996], [-5.3133, 1.8516, -1.5391], [-4.0574, 3.0965, -1.5085], [1.4790, 4.8076, 2.4277], [4.4721, 4.7522, 1.8571], [3.6828, 4.3555, 3.3953], [3.6407, 6.0183, 2.7798], [2.9890, 5.3223, -0.1803], [2.1130, 6.5519, 0.7493], [1.2282, 5.2215, -0.0197], [2.6421, 0.7739, -1.3771], [2.8666, 0.5569, -2.8043], [2.6851, -0.9113, -3.1333], [2.6684, -1.2458, -4.6187], [1.3688, -0.8898, -5.3409], [0.2276, -1.4952, -4.6724], [2.8874, 1.7074, -1.0738], [3.2092, 0.1436, -0.8085], [3.8685, 0.8632, -3.1390], [2.1452, 1.1651, -3.3571], [1.7611, -1.2738, -2.6805], [3.5000, -1.4599, -2.6518], [2.8234, -2.3221, -4.7282], [3.5130, -0.7720, -5.1317], [1.4809, -1.1832, -6.3950], [1.2203, 0.1952, -5.3376], [0.2943, -2.5028, -4.5693], [-0.6540, -1.2703, -5.1128], [-1.6477, -0.9477, -1.8272], [-2.7579, -0.4587, -3.0951], [-3.8659, -1.0202, -3.7085], [-4.4941, -0.2448, -4.6764], [-4.0327, 1.0297, -5.0143], [-2.9166, 1.5825, -4.3963], [-2.2940, 0.8108, -3.4302], [-0.9011, 0.9771, -2.3706], [-4.1926, -2.0183, -3.4478], [-5.3631, -0.6426, -5.1890], [-4.5543, 1.5960, -5.7780], [-2.5559, 2.5691, -4.6621]],
  "forces_ev_per_a": [[-0.3, -0.7, -0.5], [0.1, 0.0, 0.0], [-0.1, -0.1, -0.2], [0.1, -0.1, 0.3], [-0.3, 0.1, 0.0], [0.0, -0.2, 0.0], [0.1, -0.1, 0.1], [0.0, 0.3, -0.1], [0.0, 0.0, 0.0], [0.0, 0.0, -0.1], [-0.1, -0.1, 0.1], [0.0, 0.0, 0.0], [0.1, -0.1, 0.0], [0.1, 0.1, 0.1], [0.0, -0.2, 0.0], [0.0, 0.1, 0.0], [-0.1, 0.1, 0.0], [0.1, -0.1, -0.1], [-0.1, -0.2, 0.3], [0.3, 0.3, -0.2], [0.0, -0.2, 0.0], [0.0, -0.1, 0.0], [0.0, -0.2, 0.0], [0.0, 0.0, 0.0], [0.0, 0.0, 0.0], [0.0, 0.0, 0.0], [0.0, 0.0, 0.0], [0.0, 0.0, 0.0], [0.0, 0.0, 0.0], [0.0, 0.0, 0.0], [0.0, 0.0, 0.0], [0.0, 0.0, 0.0], [0.0, 0.1, 0.1], [0.0, -0.1, -0.1], [0.0, 0.0, 0.0], [-0.1, 0.0, -0.1], [-0.1, 0.1, 0.0], [0.1, 0.0, 0.0], [0.1, -0.1, -0.1], [-0.3, 0.2, 0.2], [0.5, 0.7, 0.4], [0.0, 0.3, 0.1], [0.3, 0.2, -0.1], [-0.1, -0.2, 0.1], [0.0, 0.0, -0.1], [0.0, 0.0, 0.1], [0.0, 0.0, 0.0], [0.1, 0.0, 0.0], [-0.2, 0.1, 0.2], [0.1, 0.1, 0.0], [0.0, -0.1, 0.0], [0.0, 0.0, -0.1], [-0.1, 0.0, 0.1], [0.1, -0.1, 0.0], [0.0, 0.0, 0.0], [0.0, 0.0, 0.0], [0.0, 0.0, 0.0], [0.0, 0.0, 0.0], [0.0, 0.0, 0.0], [0.0, -0.1, 0.0], [0.0, 0.0, 0.0], [0.0, 0.0, 0.0], [0.0, 0.0, 0.0], [0.0, -0.1, 0.0], [0.0, 0.0, 0.0], [0.0, 0.0, 0.0], [0.0, 0.0, 0.0], [0.0, 0.0, 0.0], [0.0, 0.0, 0.0], [0.0, 0.0, 0.0], [0.0, 0.0, 0.0], [0.0, 0.0, 0.0], [0.0, -0.1, 0.0], [0.0, 0.0, 0.0], [0.0, 0.0, 0.0], [0.0, 0.0, 0.0], [0.0, 0.0, 0.0], [0.0, 0.0, 0.0], [0.0, 0.0, 0.0], [0.0, 0.0, 0.0], [0.0, 0.0, 0.0], [0.0, 0.0, 0.0], [0.0, -0.1, 0.0], [0.0, 0.0, 0.0], [0.0, 0.0, 0.0], [0.0, 0.0, 0.0], [0.0, -0.2, 0.1], [0.1, 0.2, -0.1], [0.1, -0.1, 0.1], [0.0, 0.0, 0.0], [0.0, 0.0, 0.0], [0.0, 0.1, 0.0], [0.0, 0.1, -0.1], [0.0, 0.1, -0.1], [0.0, 0.1, 0.0], [-0.1, 0.0, 0.0], [-0.1, 0.0, 0.0], [0.0, 0.0, 0.0], [0.0, -0.1, 0.0], [0.0, 0.1, 0.0], [0.0, 0.0, 0.0], [0.0, 0.0, 0.0], [0.0, 0.1, 0.0], [0.0, 0.0, 0.0], [0.0, 0.1, -0.1], [0.0, 0.0, 0.0], [0.0, 0.0, 0.0], [0.0, 0.0, 0.0], [0.0, 0.0, 0.0], [0.0, 0.0, 0.0], [0.0, 0.0, 0.0], [0.0, -0.1, 0.1], [0.0, 0.1, 0.0], [0.0, 0.0, 0.0], [0.0, 0.0, 0.0], [0.0, 0.0, 0.0]],
  "fmax_ha_per_bohr": 0.0192,
  "homo_energy_ev": -5.067,
  "e_lumo_ev": 1.66,
  "charge": -1,
  "total_energy_ha": -4249.84623,
  "orbital_gap_ev": 6.73
}



Record 2
{
  "formula": "C31H58BrNO5",
  "method": "ωB97M-V/def2-TZVPD",
  "symbols": ["C", "C", "C", "C", "C", "C", "C", "C", "C", "C", "C", "C", "C", "C", "C", "C", "Br", "C", "O", "C", "O", "C", "C", "C", "C", "N", "C", "O", "H", "H", "H", "H", "H", "H", "H", "H", "H", "H", "H", "H", "H", "H", "H", "H", "H", "H", "H", "H", "H", "H", "H", "H", "H", "H", "H", "H", "H", "H", "H", "H", "H", "H", "H", "H", "H", "H", "C", "C", "O", "C", "C", "H", "H", "H", "H", "H", "H", "H", "H", "H", "H", "C", "C", "O", "C", "C", "H", "H", "H", "H", "H", "H", "H", "H", "H", "H"],
  "coordinates": [[8.4402, -3.7428, -0.7739], [9.2238, -2.2975, -0.5678], [8.1976, -0.9901, -0.6197], [8.1416, -0.2487, -2.0810], [8.2656, 1.3865, -2.0373], [7.3539, 2.1139, -0.8817], [6.2305, 3.1769, -1.4754], [4.7820, 2.7265, -0.8540], [3.6323, 3.8951, -0.8438], [2.4817, 3.6833, 0.3462], [0.9572, 3.5299, -0.2318], [0.5398, 2.0248, -0.7252], [-0.6601, 1.9397, -1.6518], [-1.5069, 3.2547, -2.1411], [-3.0691, 2.9730, -2.5442], [-3.9940, 2.6018, -1.2083], [-3.7981, 4.7648, -3.1933], [-1.0609, 0.4119, -2.2024], [-1.6428, 0.1732, -3.3868], [-0.7009, -0.9520, -1.3032], [-1.4340, -2.2238, -1.3942], [-2.4548, -2.3627, -0.3448], [-3.8658, -2.7769, -1.1417], [-4.0385, -4.4331, -1.2729], [0.4550, -0.8299, -0.3705], [0.8339, -2.0131, 0.5081], [1.2908, 0.6189, -0.3426], [2.6049, 0.4924, -0.0293], [7.3194, -3.5509, -1.0935], [8.3939, -4.3577, 0.2483], [9.0047, -4.4004, -1.5890], [10.1457, -2.1816, -1.2856], [9.6597, -2.3161, 0.5425], [8.5301, -0.2735, 0.2470], [7.1119, -1.4494, -0.4376], [9.0802, -0.6413, -2.6983], [7.1925, -0.6427, -2.6849], [7.9687, 1.8329, -3.1040], [9.4133, 1.6342, -1.8215], [8.1126, 2.7651, -0.2294], [6.7938, 1.3771, -0.1626], [6.5258, 4.2992, -1.2816], [6.1673, 2.9920, -2.6522], [4.8506, 2.2937, 0.2344], [4.3639, 1.8530, -1.5444], [4.1222, 4.9804, -0.7918], [3.0630, 3.8182, -1.8872], [2.8017, 2.8322, 1.1131], [2.5174, 4.6910, 0.9813], [0.1418, 3.8692, 0.5720], [0.8546, 4.3261, -1.1156], [-0.9406, 3.7117, -3.0856], [-1.5242, 4.1437, -1.3456], [-3.2330, 2.2410, -3.4418], [-3.3669, 2.1908, -0.3100], [-4.9214, 1.9216, -1.4874], [-4.4629, 3.6327, -0.8344], [-2.5806, -1.4338, 0.3554], [-2.1641, -3.3364, 0.2785], [-3.7107, -2.4081, -2.2666], [-4.8043, -2.2515, -0.6807], [-4.0082, -4.9000, -0.1983], [-3.1561, -4.9304, -1.8878], [-5.0335, -4.7102, -1.8667], [1.8199, -1.9522, 0.8461], [0.7510, -2.9265, -0.0015], [0.4817, -4.7472, 3.2626], [-0.6198, -3.7816, 2.8559], [-1.9258, -4.2263, 3.2147], [-2.1665, -4.4315, 4.6048], [-1.9742, -3.1790, 5.4429], [0.3105, -5.7340, 2.8151], [1.4571, -4.3747, 2.9328], [0.5254, -4.8834, 4.3450], [-0.6115, -3.6794, 1.7661], [-0.4366, -2.7816, 3.2601], [-1.5484, -5.2552, 4.9769], [-3.2078, -4.7618, 4.6980], [-0.9482, -2.8070, 5.3940], [-2.2079, -3.3836, 6.4921], [-2.6302, -2.3768, 5.0879], [-8.0250, 3.5480, -0.2309], [-8.1787, 2.0824, -0.6043], [-7.9192, 1.1907, 0.4772], [-8.7539, 1.3258, 1.6250], [-10.2281, 1.1075, 1.3295], [-7.0152, 3.7422, 0.1510], [-8.2005, 4.1849, -1.1042], [-8.7305, 3.8467, 0.5468], [-7.4542, 1.8429, -1.3892], [-9.1678, 1.8850, -1.0281], [-8.5856, 2.2973, 2.1013], [-8.4227, 0.5685, 2.3454], [-10.6165, 1.8414, 0.6197], [-10.8161, 1.1852, 2.2489], [-10.3881, 0.1151, 0.8941]],
  "forces_ev_per_a": [[0.1, -0.1, 0.0], [-0.2, -0.1, 1.3], [-0.1, -1.0, -0.3], [0.7, -0.5, -0.6], [0.1, -0.2, 0.0], [0.6, 1.3, 0.2], [-0.3, -1.3, -0.4], [-0.8, 0.1, -0.4], [-0.5, -0.4, -0.7], [0.6, 1.1, 0.7], [0.2, 0.0, 0.2], [-3.4, -0.3, -2.8], [2.8, -1.1, 2.4], [0.3, 0.3, -0.7], [-0.1, -0.6, 1.0], [-0.5, 1.1, -0.2], [0.6, -1.1, 0.1], [-2.1, -2.2, -4.2], [3.2, 2.1, 7.0], [2.6, 1.2, 2.6], [1.3, 3.6, 0.8], [-1.7, -1.8, 0.2], [0.8, -0.3, -1.2], [0.1, 0.3, 0.0], [-2.7, -0.6, -2.0], [0.7, 2.0, -2.1], [4.8, -1.6, 1.1], [-8.1, 1.2, -1.7], [2.4, -0.5, 0.4], [0.2, 1.4, -2.3], [-1.4, 1.4, 1.8], [-1.9, -0.2, 1.3], [-0.8, 0.1, -2.5], [-0.9, -1.2, -1.8], [2.3, 1.3, 0.1], [-2.0, 0.9, 1.2], [1.9, 1.1, 1.4], [0.8, -1.0, 2.3], [-2.5, -0.5, -0.6], [-1.7, -1.5, -1.2], [1.3, 1.2, -1.5], [-0.7, -2.3, -0.2], [0.1, 0.7, 2.5], [0.2, 0.9, -2.1], [1.0, 1.7, 1.7], [-1.1, -2.4, 0.1], [1.2, 0.4, 2.1], [-0.8, 1.7, -1.9], [-0.3, -2.1, -1.3], [1.9, -0.9, -1.6], [0.2, -2.1, 1.7], [-1.2, -1.1, 1.9], [0.2, -2.3, -1.5], [0.6, 1.4, 1.9], [-1.1, 0.4, -1.9], [2.2, 1.2, 0.6], [1.1, -2.3, -0.7], [0.4, -1.7, -1.5], [-0.5, 2.3, -1.1], [-0.5, -0.5, 2.6], [1.8, -1.2, -0.8], [-0.3, 0.8, -2.1], [-1.7, 1.3, 1.3], [2.1, 0.7, 1.6], [-1.1, 0.4, -0.5], [-0.2, 1.4, 0.3], [0.0, -0.2, 0.0], [0.0, -0.2, 0.1], [-0.1, 0.0, 0.0], [0.0, 0.1, -0.1], [0.0, 0.2, 0.0], [0.0, 0.2, 0.0], [-0.1, 0.0, 0.0], [0.1, 0.1, 0.0], [-0.2, 0.0, 0.3], [0.1, 0.0, 0.0], [0.1, 0.0, 0.0], [0.2, 0.0, -0.3], [0.0, -0.1, 0.1], [0.0, 0.0, -0.1], [0.1, -0.1, 0.1], [0.1, 0.1, 0.1], [0.0, 0.1, 0.2], [0.1, -0.1, 0.0], [0.0, 0.0, -0.1], [-0.1, 0.0, -0.1], [-0.2, 0.0, -0.1], [0.1, -0.1, 0.1], [0.0, 0.0, -0.1], [0.0, -0.2, 0.2], [-0.1, 0.1, 0.0], [-0.1, 0.0, 0.0], [0.1, 0.1, -0.3], [0.0, 0.0, 0.1], [0.1, 0.0, -0.1], [0.0, 0.1, 0.1]],
  "fmax_ha_per_bohr": 0.1617,
  "homo_energy_ev": -8.903,
  "e_lumo_ev": -1.63,
  "total_energy_ha": -4220.39054,
  "smiles": "CCCCCCCCCCCC1=C(C[C@@H](C)Br)C(=O)C(OCCC)=C(N)C1=O.CCOCC.CCOCC",
  "orbital_gap_ev": 7.28
}